[1]
The following is a DFT calculation (ωB97M-V with the def2-TZVPD basis set) of a structure of composition C42H42Br2GeIMgN4OPS in a non-equilibrium geometry.

Values from the calculation:
Kohn-Sham gap, eV: 7.083
2S+1: 1
E_HOMO, eV: -7.14

Cartesian coordinates (Å):
Mg: 0.1169 -0.8167 -1.0053
Br: 0.4821 -5.3320 0.4829
C: -0.9985 -4.2436 0.9675
C: -2.0385 -4.7930 1.7004
C: -3.0684 -3.9830 2.1094
Br: -4.4909 -4.7539 3.1225
C: -3.0918 -2.6116 1.8040
C: -4.0693 -1.7113 2.2668
C: -4.0229 -0.4059 1.8664
C: -3.0139 -0.0080 0.9818
N: -2.0553 -0.8019 0.5779
C: -2.0544 -2.0783 0.9851
C: -0.9413 -2.8992 0.5691
O: 0.0301 -2.4297 -0.0949
H: -2.0268 -5.8435 1.9543
H: -4.8383 -2.0572 2.9408
H: -4.7424 0.3141 2.2213
H: -2.9990 1.0066 0.6103
I: -0.5442 2.1385 -0.4771
C: 0.5974 3.4738 0.7443
C: 0.4840 4.7778 0.3282
C: 1.0726 5.8256 1.0338
C: 1.7332 5.5462 2.1923
C: 1.8762 4.2209 2.6472
C: 2.5666 3.9995 3.8557
C: 2.7108 2.7400 4.3530
C: 2.2270 1.6602 3.6147
C: 1.6034 1.8048 2.3931
P: 1.3511 0.1917 1.4726
C: 3.0195 -0.5591 1.7448
C: 3.9262 -0.4179 0.6969
C: 5.1525 -1.0587 0.7232
C: 5.5020 -1.8384 1.8120
C: 4.6290 -1.9535 2.8790
C: 3.3995 -1.3204 2.8484
C: 0.3791 -0.6879 2.7474
C: 0.5112 -2.0670 2.9050
C: -0.2285 -2.7355 3.8636
C: -1.1283 -2.0423 4.6572
C: -1.2983 -0.6804 4.4760
C: -0.5525 -0.0070 3.5259
C: 1.3394 3.1179 1.9007
H: -0.0877 4.9916 -0.5600
H: 0.9742 6.8366 0.6745
H: 2.1572 6.3382 2.7893
H: 2.9748 4.8542 4.3743
H: 3.2303 2.5651 5.2825
H: 2.3707 0.6700 4.0143
H: 3.6685 0.1884 -0.1594
H: 5.8327 -0.9621 -0.1123
H: 6.4490 -2.3579 1.8273
H: 4.9012 -2.5593 3.7320
H: 2.7341 -1.4488 3.6899
H: 1.2051 -2.6132 2.2797
H: -0.0995 -3.8003 3.9961
H: -1.6984 -2.5620 5.4123
H: -2.0050 -0.1340 5.0844
H: -0.6881 1.0590 3.3894
C: -3.6223 -2.4730 -6.0594
C: -2.7322 -2.1479 -4.9019
C: -1.6709 -1.2604 -5.0224
C: -0.9033 -0.9600 -3.9112
N: -1.1229 -1.4827 -2.7167
C: -2.1167 -2.3457 -2.5948
C: -2.9427 -2.7053 -3.6446
H: -3.1414 -2.2317 -7.0057
H: -4.5421 -1.8898 -5.9818
H: -3.8883 -3.5285 -6.0556
H: -1.4527 -0.7917 -5.9702
H: -0.0800 -0.2673 -3.9873
H: -2.2538 -2.7861 -1.6178
H: -3.7405 -3.4130 -3.4832
C: 4.2644 0.9841 -3.7670
Ge: 2.5619 1.1065 -2.7152
C: 3.0114 2.4955 -1.3224
C: 1.2478 1.9575 -3.9686
C: 1.9261 -0.6528 -2.1001
H: 4.5901 1.9753 -4.0650
H: 4.1521 0.3847 -4.6646
H: 5.0645 0.5472 -3.1779
H: 2.5565 3.4455 -1.5882
H: 4.0857 2.6572 -1.2764
H: 2.6684 2.2365 -0.3240
H: 1.4476 3.0216 -4.0541
H: 0.2169 1.8322 -3.6432
H: 1.3583 1.5289 -4.9626
H: 2.7259 -1.1581 -1.5603
H: 1.8060 -1.2401 -3.0140
N: -5.4450 0.9952 -2.0384
C: -4.3554 1.7416 -2.3070
N: -4.4842 3.0798 -2.2468
S: -2.9242 1.0377 -2.7450
H: -6.3392 1.4091 -1.8348
H: -5.3539 -0.0058 -2.0549
H: -5.3298 3.5149 -1.9218
H: -3.6674 3.6430 -2.4074

Here are the Mulliken charges for atoms 1 to 5, given in e: atom 1 (Mg): 2.038, atom 2 (Br): -0.186, atom 3 (C): -0.017, atom 4 (C): -0.388, atom 5 (C): 0.430

---

[2]
The following is a DFT calculation (ωB97M-V with the def2-TZVPD basis set) of a structure of composition C18H16BrIN3O8S3Ti.

Values from the calculation:
<S²>: 0.7526
Kohn-Sham gap (alpha / beta), eV: 8.246 / 8.347
2S+1: 2
E_HOMO (alpha / beta), eV: -8.11 / -8.18

Cartesian coordinates (Å):
Ti: 0.4614 0.0753 -0.2095
O: -0.2419 -0.3437 1.6179
N: -1.5415 -0.3360 1.8869
C: -1.8962 -0.3885 3.1884
C: -3.2123 -0.4109 3.5507
C: -4.1858 -0.4081 2.5468
C: -3.8020 -0.3884 1.2311
C: -2.4438 -0.3595 0.8734
S: -1.8659 -0.3842 -0.7397
H: -1.0610 -0.4006 3.8715
H: -3.4722 -0.4471 4.5979
H: -5.2355 -0.4349 2.8060
H: -4.5237 -0.4049 0.4274
O: 1.4723 -0.0108 -4.1705
S: 1.6254 -0.0121 -2.7525
O: 1.2284 1.2312 -2.0494
O: 0.9046 -1.0748 -2.0193
C: 3.3735 -0.2503 -2.4287
C: 4.1685 -0.3544 -3.5598
C: 5.5408 -0.5348 -3.4537
C: 6.1291 -0.6119 -2.2071
C: 5.3439 -0.5134 -1.0665
C: 3.9724 -0.3336 -1.1594
S: 3.1131 -0.2504 0.4104
O: 2.3647 1.0261 0.4231
O: 4.0990 -0.4055 1.4292
O: 2.0501 -1.2810 0.3677
H: 3.6921 -0.2930 -4.5271
H: 6.1404 -0.6162 -4.3505
H: 7.1974 -0.7530 -2.1110
H: 5.7853 -0.5805 -0.0829
Br: -3.1596 -4.1100 2.5530
C: -3.2061 -4.2990 0.6708
C: -4.4329 -4.5745 0.0819
C: -4.5226 -4.7173 -1.2921
C: -3.3875 -4.5830 -2.0773
C: -2.1654 -4.3069 -1.4874
C: -2.0618 -4.1670 -0.1063
I: -0.2012 -3.6773 0.6764
H: -5.3097 -4.6758 0.7063
H: -5.4815 -4.9300 -1.7458
H: -3.4502 -4.6860 -3.1524
H: -1.2806 -4.1844 -2.0968
N: -0.1336 4.0554 1.1174
C: 0.3577 3.1676 0.2150
N: 1.2912 3.5908 -0.6386
O: -0.0907 2.0033 0.2198
H: -0.0380 5.0429 0.9627
H: -0.9257 3.7415 1.6502
H: 1.7723 4.4571 -0.4834
H: 1.6838 2.8955 -1.2609

Here are the Mulliken charges for atoms 1 to 5, given in e: atom 1 (Ti): 0.583, atom 2 (O): -0.292, atom 3 (N): 0.589, atom 4 (C): -0.360, atom 5 (C): -0.800

---

[3]
The following is a DFT calculation (ωB97M-V with the def2-TZVPD basis set) of a cluster of 11 separate species, C48H73F2N9 in total in a non-equilibrium geometry.

Values from the calculation:
<S²>: 0.7594
Kohn-Sham gap (alpha / beta), eV: 1.570 / 6.083
2S+1: 2
E_HOMO (alpha / beta), eV: -0.08 / -4.60
Total charge: -1

Cartesian coordinates (Å):
C: -0.2515 3.9790 2.1241
C: -0.5368 5.3599 1.5565
C: -0.5095 6.5564 2.5837
C: -0.6983 7.7686 1.8935
N: -0.9113 8.7077 1.2756
H: -0.3122 3.2486 1.3173
H: -1.0855 3.6964 2.7665
H: 0.7337 3.8619 2.5754
H: -1.5353 5.3552 1.1192
H: 0.0944 5.6248 0.7083
H: 0.5082 6.6894 2.9507
H: -1.1899 6.4785 3.4317
C: -2.9050 0.9597 2.7148
C: -4.3554 0.7078 2.2646
C: -4.6491 0.8682 0.7125
C: -3.8831 0.0245 -0.0884
N: -3.1986 -0.6596 -0.8438
H: -2.6695 2.0160 2.5846
H: -2.2229 0.3746 2.0980
H: -2.7072 0.7614 3.7682
H: -5.0781 1.2651 2.8606
H: -4.5477 -0.3549 2.4117
H: -4.5128 1.9014 0.3928
H: -5.7141 0.7035 0.5494
C: 3.6411 2.6215 0.5304
C: 5.1498 2.7316 0.5333
C: 5.7724 1.4813 1.1628
C: 5.4395 0.1841 0.4851
N: 5.2281 -0.7787 -0.0235
H: 3.1337 1.8224 1.0709
H: 3.1548 2.6316 -0.4451
H: 3.2677 3.5494 0.9636
H: 5.4308 3.5278 1.2226
H: 5.5083 2.9913 -0.4628
H: 5.5072 1.5031 2.2198
H: 6.8606 1.5376 1.1874
C: -1.7652 -1.4921 5.4556
C: -1.0633 -1.9044 6.7103
C: -0.4562 -0.6625 7.4726
C: 0.6918 -1.0538 8.2720
N: 1.6393 -1.2884 8.9736
H: -2.6511 -0.8642 5.5507
H: -2.0957 -2.3545 4.8768
H: -1.0529 -0.9936 4.7981
H: -0.3714 -2.7386 6.5945
H: -1.6876 -2.2823 7.5201
H: -1.1996 -0.3342 8.1990
H: -0.3885 0.2461 6.8743
C: 0.3694 1.1030 -0.7110
C: 0.5915 -0.3119 -1.1630
C: 0.4645 -1.4305 -0.0195
C: 0.2734 -1.0577 1.3846
N: 0.1352 -0.7510 2.4703
H: 0.4264 1.7557 -1.5821
H: 1.0865 1.3431 0.0741
H: -0.5786 1.2537 -0.1947
H: 1.6590 -0.3443 -1.3811
H: 0.0525 -0.5869 -2.0696
H: 1.2950 -2.1093 -0.2134
H: -0.3475 -2.1378 -0.1885
C: 2.1108 -3.7061 4.0586
C: 1.6381 -3.7705 2.6211
C: 1.8542 -5.1756 2.0451
C: 1.0962 -6.2497 2.7280
N: 0.4132 -6.9985 3.2944
H: 1.7395 -2.7995 4.5362
H: 3.1983 -3.7775 4.0395
H: 1.6565 -4.5196 4.6243
H: 2.1696 -3.1208 1.9258
H: 0.5609 -3.6184 2.5535
H: 2.8373 -5.5567 2.3213
H: 1.6562 -5.3193 0.9829
C: -4.0386 3.7412 -1.8598
C: -2.9386 4.0833 -2.8341
C: -2.2287 2.8614 -3.3913
C: -1.1497 3.1303 -4.3547
N: -0.2950 3.2644 -5.1087
H: -3.6963 3.0022 -1.1353
H: -4.9158 3.3946 -2.4062
H: -4.2531 4.6697 -1.3306
H: -2.3099 4.8289 -2.3473
H: -3.2822 4.6584 -3.6939
H: -2.9229 2.1096 -3.7667
H: -1.5765 2.5647 -2.5700
C: -3.5163 -4.6567 3.5395
C: -2.1560 -4.9934 2.9132
C: -1.8746 -4.2224 1.5595
C: -2.9301 -4.2376 0.4944
N: -3.7886 -4.2225 -0.2315
H: -4.4441 -4.8381 2.9970
H: -3.5961 -3.6930 4.0424
H: -3.5952 -5.3220 4.3993
H: -1.9855 -6.0468 2.6910
H: -1.4083 -4.6240 3.6150
H: -1.1249 -4.7625 0.9812
H: -1.5819 -3.1786 1.6723
C: 3.0684 2.5845 -5.6480
C: 2.8625 2.2268 -4.1601
C: 2.8745 3.5712 -3.3491
C: 4.2831 4.0911 -3.2256
N: 5.4409 4.4866 -3.1976
H: 2.5785 3.5429 -5.8201
H: 2.7327 1.8326 -6.3622
H: 4.1132 2.8376 -5.8279
H: 3.6045 1.5235 -3.7818
H: 1.8802 1.8438 -3.8836
H: 2.5417 3.3676 -2.3313
H: 2.1729 4.3367 -3.6805
F: 2.0933 -4.7367 -1.1473
C: 2.2250 -3.9371 -2.2283
C: 1.4945 -4.0414 -3.4584
C: 1.6816 -3.1797 -4.5432
C: 2.5399 -2.0327 -4.3023
C: 3.3474 -1.9283 -3.1584
C: 3.1962 -2.9193 -2.1330
H: 0.8314 -4.8912 -3.5251
H: 1.1647 -3.2987 -5.4840
H: 2.5856 -1.1805 -4.9642
H: 4.1039 -1.1808 -2.9704
H: 3.6411 -2.8592 -1.1507
F: -3.8277 -1.0102 -7.6211
C: -2.8919 -0.9825 -6.6380
C: -3.2388 -1.4601 -5.3637
C: -2.2121 -1.5365 -4.4625
C: -0.9135 -1.2427 -4.8053
C: -0.6226 -0.7901 -6.1098
C: -1.6613 -0.5639 -7.0115
H: -4.2473 -1.7640 -5.1252
H: -2.3883 -1.7961 -3.4291
H: -0.1282 -1.5063 -4.1123
H: 0.4111 -0.6941 -6.4075
H: -1.6425 -0.3130 -8.0617

Here are the Mulliken charges for atoms 1 to 5, given in e: atom 1 (C): -0.709, atom 2 (C): -0.424, atom 3 (C): -0.423, atom 4 (C): 0.158, atom 5 (N): -0.427

---

[4]
The following is a DFT calculation (ωB97M-V with the def2-TZVPD basis set) of a structure of composition C15H15N2O4SSiZr in a non-equilibrium geometry.

Values from the calculation:
Kohn-Sham gap, eV: 4.780
2S+1: 1
E_HOMO, eV: -10.76
Total charge: +1

Cartesian coordinates (Å):
Zr: 0.2414 0.0744 0.0530
C: 1.9733 1.9960 5.2780
Si: 2.7265 0.3469 4.8712
C: 4.2765 0.4772 3.8580
C: 3.0207 -0.6398 6.4171
C: 1.4359 -0.6609 3.8428
C: 0.9494 -1.8743 4.3245
C: 0.0278 -2.6583 3.6255
C: -0.4182 -2.2097 2.4115
N: 0.0235 -1.0371 1.9083
C: 0.9157 -0.2819 2.6045
S: 1.4157 1.2501 1.7941
H: 2.6623 2.5578 5.9110
H: 1.0438 1.8723 5.8357
H: 1.7680 2.6132 4.4044
H: 5.0388 1.0042 4.4345
H: 4.1417 1.0248 2.9258
H: 4.6712 -0.5113 3.6192
H: 3.7397 -0.1097 7.0432
H: 3.4444 -1.6240 6.2138
H: 2.1144 -0.7643 7.0115
H: 1.2999 -2.2328 5.2832
H: -0.3257 -3.5985 4.0212
H: -1.1296 -2.7634 1.8110
O: 2.3025 3.0971 -5.8047
C: 1.2652 3.5019 -5.2684
O: 0.4674 4.4125 -5.5102
C: 0.8803 2.6771 -4.0171
C: -0.2442 3.0047 -3.2619
C: -0.5528 2.2716 -2.1446
N: 0.1982 1.2178 -1.7357
C: 1.2927 0.8631 -2.5150
C: 1.6435 1.5608 -3.6340
C: 2.0925 -0.3275 -2.0691
O: 3.0612 -0.7595 -2.5760
O: 1.5356 -0.9260 -0.8898
H: -0.8277 3.8575 -3.5833
H: -1.4008 2.5213 -1.5124
H: 2.5025 1.2989 -4.2396

Here are the Mulliken charges for atoms 1 to 5, given in e: atom 1 (Zr): 1.470, atom 2 (C): -0.992, atom 3 (Si): 0.105, atom 4 (C): -0.986, atom 5 (C): -1.077

---

[5]
The following is a DFT calculation (ωB97M-V with the def2-TZVPD basis set) of an isolated molecule of C6H6 in a non-equilibrium geometry.

Values from the calculation:
Kohn-Sham gap, eV: 10.547
2S+1: 1
E_HOMO, eV: -9.36
SMILES string: c1ccccc1

Cartesian coordinates (Å):
C: 0.9335 -0.9272 0.4808
C: 0.5879 0.2049 1.2539
C: -0.3367 1.1132 0.7819
C: -0.8758 0.9050 -0.5121
C: -0.5939 -0.2033 -1.2668
C: 0.3210 -1.1181 -0.7332
H: 1.7074 -1.5437 0.9038
H: 1.0938 0.3836 2.1950
H: -0.6043 1.9823 1.3636
H: -1.5687 1.6884 -0.7964
H: -1.0371 -0.3919 -2.2316
H: 0.5406 -2.0511 -1.2438

Here are the Mulliken charges for atoms 1 to 5, given in e: atom 1 (C): -0.487, atom 2 (C): -0.200, atom 3 (C): -0.492, atom 4 (C): -0.199, atom 5 (C): -0.538

---

[6]
The following is a DFT calculation (ωB97M-V with the def2-TZVPD basis set) of a structure of composition C15H31BaNO3P2 in a non-equilibrium geometry.

Values from the calculation:
Kohn-Sham gap, eV: 5.998
2S+1: 1
E_HOMO, eV: -6.24

Cartesian coordinates (Å):
P: 0.2056 -1.6224 1.5768
P: -0.0744 1.8395 1.5494
C: -0.1521 -0.6163 0.0522
C: 0.3831 0.8665 0.0456
H: -1.2582 -0.5946 -0.0338
H: 0.2529 -1.1703 -0.8183
H: 1.4924 0.8580 -0.0075
H: 0.0438 1.3634 -0.8834
C: -1.7771 2.5017 1.3457
H: -2.0286 3.1001 2.2404
H: -2.4839 1.6544 1.3066
H: -1.9421 3.1299 0.4594
C: 1.0237 3.2923 1.7816
H: 1.0746 3.9875 0.9330
H: 2.0388 2.9119 1.9950
H: 0.6741 3.8449 2.6741
C: -0.8922 -3.0928 1.5420
H: -0.6102 -3.7415 2.3893
H: -0.8160 -3.6615 0.6047
H: -1.9314 -2.7503 1.6807
C: 1.8956 -2.2977 1.3567
H: 2.6117 -1.4609 1.4069
H: 2.0168 -2.8330 0.4035
H: 2.0991 -2.9896 2.1922
Ba: -0.2009 0.2989 4.2614
C: 0.5511 1.7410 -3.6896
C: -0.7490 1.7983 -3.4245
C: -1.8498 0.9971 -4.0634
C: -1.4271 -0.3282 -4.7426
C: -0.7325 -1.2985 -3.8212
C: 0.5526 -1.3746 -3.5110
C: 1.6780 -0.5320 -4.0476
C: 1.2790 0.8370 -4.6502
C: 0.1634 -2.0618 5.2937
H: 1.2225 2.4573 -3.1893
H: -1.1139 2.5776 -2.7369
H: -2.3714 1.6144 -4.8148
H: -2.6042 0.7642 -3.2959
H: -2.3593 -0.8165 -5.0699
H: -0.8575 -0.1164 -5.6544
H: -1.4236 -2.0456 -3.3959
H: 0.8922 -2.2009 -2.8642
H: 2.2287 -1.0968 -4.8193
H: 2.4024 -0.3542 -3.2374
H: 2.2221 1.3457 -4.9083
H: 0.7448 0.6882 -5.5953
H: 0.9112 -2.1004 6.1010
H: 0.3195 -2.9641 4.6749
H: -0.8634 -2.0613 5.7405
O: -1.0754 -0.2898 7.8283
N: -0.0998 0.3870 7.4517
O: 1.0238 0.3908 7.9539
O: -0.3091 1.2248 6.4333

Here are the Mulliken charges for atoms 1 to 5, given in e: atom 1 (P): 0.492, atom 2 (P): 0.176, atom 3 (C): -0.149, atom 4 (C): -0.128, atom 5 (H): 0.329

---

Number 1: total energy -10382.3297 Eh. Number 2: total energy -6377.6483 Eh. Number 3: total energy -2565.0947 Eh. Number 4: total energy -1725.6262 Eh. Number 5: total energy -232.2210 Eh. Number 6: total energy -1578.6013 Eh.